Here is 18 unconnected molecules or ions with the total composition C46H135N15O25 from OMol25. Energies are from ωB97M-V/def2-TZVPD.

```
221
Properties=species:S:1:pos:R:3:forces:R:3
O 17.651731 21.945793 16.935443 -0.9 0.4 0.1
O 19.277014 19.998988 17.974065 -0.2 -0.2 0.2
O 20.401020 21.805698 15.759097 0.8 -0.3 1.4
O 17.245910 16.681721 13.951105 -0.4 0.1 0.3
O 13.964754 13.141057 14.509835 -0.4 -1.0 -0.1
O 19.459772 12.703025 14.774163 -1.7 -1.8 0.3
O 8.733738 21.084636 16.900680 -0.7 1.6 -0.3
O 15.488466 20.421384 11.572584 0.6 -0.1 -0.3
O 11.211162 18.860544 14.298684 0.1 -0.1 -0.6
O 16.938627 19.976894 22.300829 0.7 1.6 0.1
O 12.059371 20.550180 18.360150 -0.8 0.7 -0.5
O 14.980664 18.235356 14.157022 -2.7 -0.7 0.2
O 14.035989 17.560490 16.760421 0.7 0.3 -1.1
O 12.516981 16.676998 12.822978 -0.8 0.5 0.7
O 12.467605 19.558693 23.159003 -0.1 0.1 -2.0
O 13.329629 15.233701 20.928345 0.0 0.0 -0.4
O 18.185841 20.508458 11.764163 0.4 0.8 0.1
O 17.360786 14.801869 11.946410 0.9 0.6 0.5
O 20.394628 14.698417 16.032249 0.2 -1.6 0.2
O 13.257414 20.314643 13.002971 0.2 -1.0 1.0
O 9.414920 15.414852 17.102770 0.8 1.6 2.7
O 12.788481 10.491996 17.374563 -0.5 0.5 1.6
O 12.931558 12.700945 23.256078 -1.3 2.0 0.4
O 18.859910 16.788218 16.321483 2.8 0.1 2.8
O 12.357275 16.014944 18.353071 -1.5 -0.4 -2.6
N 14.591780 20.847366 21.247591 -0.4 0.0 0.2
N 15.184480 14.395389 12.373997 1.1 -0.3 0.3
N 13.164080 22.461734 18.868477 -1.0 1.3 -1.2
N 8.053205 16.724454 19.295606 -3.0 0.1 0.2
N 14.653901 14.992755 15.486809 1.0 1.4 -0.5
N 16.844013 12.893517 13.090745 -0.8 -0.1 0.9
N 10.315076 12.951848 23.340393 -2.1 0.5 1.4
N 13.437020 13.482015 16.703688 -0.3 -0.6 -0.5
N 10.366412 11.134232 20.155888 1.3 1.0 0.0
N 8.183885 23.492697 15.223591 0.2 0.4 0.4
N 16.791472 14.233504 21.187095 2.5 -1.3 -0.7
N 10.608755 18.593558 22.362820 0.7 1.0 -3.7
N 11.647355 22.453235 17.131102 0.2 0.7 -0.1
N 11.444947 20.407686 21.255734 0.2 -0.3 -1.7
N 14.391256 17.622755 10.892729 -0.3 -1.2 -1.0
C 18.740477 12.799231 16.029914 2.4 1.6 0.1
C 11.085073 20.222321 14.005187 -2.4 0.7 2.9
C 14.967775 19.603842 19.013608 -0.9 0.0 0.7
C 19.754916 13.704093 16.848845 -0.4 0.8 0.8
C 14.537235 14.472505 21.184024 -0.6 2.5 1.0
C 11.749528 15.651208 13.469267 -0.9 1.1 -0.4
C 12.129207 17.401195 18.165702 1.1 -0.6 0.3
C 18.732421 18.662886 17.745443 2.2 0.5 1.9
C 12.385306 20.884071 13.987644 1.7 1.1 0.1
C 16.637298 19.152289 23.365965 -0.3 -2.0 -0.4
C 9.155900 14.527576 16.157303 -2.3 -3.0 -2.8
C 9.227206 15.943870 19.444913 1.3 0.3 -0.2
C 8.866924 19.811209 17.390606 0.1 -2.7 0.9
C 13.860096 11.819131 23.701583 1.5 -2.0 0.0
C 16.213165 18.809245 14.298554 1.6 1.4 -0.5
C 13.060152 16.421840 21.700421 0.9 -2.6 1.4
C 12.923488 17.862652 10.808618 -0.2 -0.8 -0.1
C 5.865478 22.738880 15.019632 0.8 1.2 -0.3
C 11.411672 11.407214 19.141407 -1.2 1.5 1.4
C 12.505382 18.053284 9.367616 0.2 2.0 0.2
C 16.051997 21.674624 11.869046 1.5 1.1 -1.6
C 11.641627 19.500514 22.217574 -1.0 -0.4 3.7
C 15.846401 15.198226 19.150707 -0.3 -0.2 -0.2
C 10.307613 14.808080 25.020370 0.4 0.3 -3.0
C 9.481705 14.832015 18.400397 -0.4 0.1 0.9
C 17.540502 21.680841 11.314757 -1.5 -0.2 1.4
C 7.639619 21.215476 15.993854 0.1 -0.5 0.3
C 15.122238 19.656231 20.568070 2.0 0.1 0.5
C 12.305592 16.656396 11.429901 1.0 -2.0 0.3
C 13.339559 9.416653 16.659620 0.3 -0.7 0.5
C 16.546459 14.081829 12.515642 -2.0 0.4 -1.8
C 12.606527 17.673027 16.774595 1.0 1.2 0.5
C 19.593183 17.998645 16.718237 -2.1 -1.3 -0.9
C 9.380028 15.418468 20.867135 -1.4 -1.7 -0.9
C 12.468697 12.217140 19.860119 -0.3 2.2 -0.8
C 17.211532 18.011815 13.536255 2.9 1.7 -0.6
C 12.243799 21.751712 18.131036 1.4 -0.3 0.8
C 15.831776 15.129725 20.652915 -1.9 0.4 0.0
C 14.001548 13.853402 15.518544 0.0 -1.0 -0.6
C 16.656732 19.575378 21.016695 -0.3 -1.7 -2.0
C 12.386605 13.539810 24.279491 -0.7 0.7 -0.6
C 11.029011 14.099624 23.815754 0.8 1.2 0.2
C 18.066282 22.393311 15.688238 -0.3 0.9 -1.1
C 7.161062 22.627797 15.826411 0.8 0.7 0.3
C 11.924482 10.175592 18.533990 1.0 -1.1 -2.7
C 19.513913 22.876340 15.615062 -1.7 -0.4 -0.3
H 12.045963 13.041579 20.528570 0.4 -1.2 -1.0
H 8.325167 19.593467 18.384373 0.3 0.5 -1.4
H 13.039461 16.089411 22.779031 0.2 0.7 -0.7
H 8.631966 14.136624 18.478423 0.1 -0.1 0.0
H 10.898563 12.611896 22.646369 1.0 -1.3 -1.8
H 19.741378 20.084755 18.819659 -0.4 -0.4 -0.3
H 12.064591 16.705182 21.466387 -0.7 0.6 -0.4
H 17.226121 20.184614 20.310174 0.0 0.5 0.3
H 13.842536 10.990118 22.988727 0.4 0.1 -0.3
H 10.308860 14.870643 20.945343 0.2 -0.4 0.0
H 14.733012 14.409071 22.273781 -0.5 -0.2 -0.4
H 12.358129 9.440293 19.208421 0.6 0.3 0.4
H 13.274131 23.456282 18.590383 0.4 -1.4 0.7
H 10.685717 15.911427 13.782300 1.2 0.3 -0.6
H 16.082770 12.510873 13.651109 0.3 0.0 -0.1
H 13.004712 17.352486 8.725654 0.1 -0.4 -0.4
H 15.571787 19.130543 23.606965 -0.1 0.0 0.0
H 9.672537 10.500009 19.851350 -0.6 -0.9 -0.2
H 17.403793 13.822172 20.449916 -0.7 0.5 0.8
H 11.144780 14.792078 22.934885 0.2 0.0 1.1
H 17.258699 16.134568 13.154813 0.4 -0.7 -0.4
H 13.809296 17.177595 21.548832 0.1 0.4 -0.1
H 12.291003 20.871260 21.052363 1.2 1.2 -0.2
H 17.954334 21.683396 14.844942 -0.1 -0.4 0.5
H 20.539990 17.691579 17.121025 0.4 -0.2 0.1
H 13.750249 19.650641 13.532178 0.1 -0.2 -0.6
H 8.611611 18.976165 16.641512 0.1 1.2 0.8
H 12.030796 12.944645 25.097411 0.5 -0.8 0.8
H 11.158516 19.993478 20.368310 -0.4 0.2 0.1
H 19.727656 15.375538 15.934632 -0.3 1.1 -0.1
H 11.254743 16.470496 11.253871 -0.4 0.4 -0.5
H 19.640096 23.717042 16.277209 0.5 0.2 0.5
H 6.074611 22.312807 14.027356 -0.4 -0.2 0.2
H 11.788575 18.521261 13.604928 0.1 -0.8 0.0
H 15.405520 21.396708 21.576349 -1.0 -0.3 0.0
H 11.091136 9.665362 18.105780 -1.0 -0.6 -0.4
H 20.560084 13.042810 17.223081 -0.4 0.3 -0.2
H 18.075404 22.542294 11.639546 0.4 0.7 0.9
H 14.726023 15.642808 16.215653 -0.4 0.8 1.5
H 4.997243 22.266632 15.510716 0.4 0.3 -0.4
H 11.698016 14.824382 12.789643 0.0 -0.9 -0.1
H 16.763947 15.575068 18.709757 0.5 -0.1 0.2
H 10.035181 14.052111 15.713269 0.3 -0.4 0.3
H 13.171908 12.684285 19.142481 -0.5 -0.1 0.2
H 15.020640 15.379235 14.638612 0.1 -0.4 -0.5
H 14.674121 16.962847 10.081915 -0.7 1.3 1.8
H 7.177917 16.192726 19.308542 0.4 -0.1 0.3
H 16.516252 19.006811 15.342061 -0.5 -0.7 0.0
H 20.540108 21.638887 16.718830 -0.2 0.0 -1.1
H 19.306536 14.266677 17.713383 0.1 -0.9 -0.6
H 14.627455 20.379650 11.998545 -0.4 0.2 0.1
H 10.843849 10.839424 20.993260 -0.4 -0.4 0.3
H 7.016808 23.042895 16.834526 -0.2 -0.2 -0.1
H 18.260113 18.499545 13.683741 -1.5 -0.6 -0.2
H 19.731652 18.655871 15.882605 0.2 0.3 -0.6
H 14.532362 13.815563 12.910252 -0.1 0.7 -0.1
H 19.992113 13.495661 14.761931 0.6 0.7 -0.2
H 14.872639 17.725059 13.323294 0.2 0.3 0.4
H 13.612693 11.292415 24.631454 -0.2 0.5 0.3
H 9.922744 19.702749 17.594337 0.4 -0.3 0.3
H 10.442490 20.431725 13.168257 -0.2 0.0 -0.8
H 18.209947 21.241501 17.242962 0.7 -0.7 0.3
H 12.597399 18.757587 11.376982 0.6 -0.5 -0.1
H 14.333451 18.028669 15.928140 -0.4 -1.0 1.1
H 6.796220 20.643211 16.358017 -0.2 -0.5 0.1
H 17.201702 19.445462 24.220088 0.3 0.6 0.6
H 12.399991 21.941124 13.732001 -0.6 0.2 0.3
H 15.311441 18.643939 18.656481 0.3 -0.4 -0.1
H 17.101582 18.554777 20.828355 -0.7 0.4 0.2
H 12.544408 8.764165 16.263001 0.2 0.0 0.1
H 8.638203 14.972983 15.281346 0.2 0.3 0.5
H 18.242656 16.902558 15.654874 -2.0 0.7 -2.5
H 17.025936 18.163120 12.441001 -0.2 -0.6 0.8
H 8.369903 23.279840 14.255616 0.1 -0.2 -0.1
H 12.152930 16.959247 16.119013 -0.4 -0.4 -0.6
H 16.202524 19.809850 13.857520 0.2 0.1 -0.1
H 10.870668 12.000756 18.396031 0.5 0.0 -0.3
H 15.861511 16.145625 21.098811 0.3 -0.4 -0.2
H 16.995107 18.111901 23.157368 -0.4 0.4 0.0
H 15.094425 15.910831 18.801115 -0.3 -0.5 -0.2
H 13.887083 9.856448 15.805354 -0.1 -0.3 0.5
H 12.716676 15.666938 19.135114 0.8 0.1 2.4
H 13.052366 14.257226 17.202573 -0.4 0.5 0.7
H 7.917309 17.340400 18.504364 0.9 -0.2 -0.2
H 10.827367 22.041946 16.732537 -0.5 0.0 -0.2
H 17.404747 14.672079 21.843055 0.3 0.2 0.4
H 9.735097 18.770284 21.896728 -0.1 0.0 0.1
H 9.061638 23.486461 15.753544 -0.6 -0.1 -0.3
H 9.951894 16.709335 19.316166 1.3 0.2 -0.2
H 14.670861 18.776278 21.032519 -0.3 0.1 -0.4
H 13.873313 19.578520 18.778286 1.1 0.4 0.1
H 8.036964 20.776726 15.083775 -0.5 0.0 -0.7
H 15.678275 14.155319 18.815761 -0.1 0.6 -0.4
H 10.253550 14.194888 25.869895 -0.3 -1.1 1.0
H 17.374465 23.221364 15.427076 0.5 -0.1 0.1
H 10.412414 14.234392 18.641870 -0.7 0.9 -0.6
H 16.122994 21.895976 12.926902 -0.2 -0.2 0.5
H 12.809144 12.691082 16.556735 0.3 0.2 0.4
H 10.528032 20.632096 14.939475 0.7 -0.3 -1.5
H 11.105631 17.713859 18.309817 -0.5 -0.2 -0.2
H 17.699044 18.723157 17.542613 -1.1 0.3 -0.8
H 17.584806 19.865614 11.417774 -0.3 -1.3 -0.1
H 8.393670 13.707035 16.503426 1.4 1.1 -0.5
H 13.076452 14.329168 24.636617 -0.1 -0.4 -0.3
H 9.462178 13.275716 22.887082 0.1 -0.3 0.0
H 17.763427 12.791010 13.501300 0.3 0.1 -0.2
H 9.364093 16.137566 21.657726 -0.2 0.8 0.2
H 12.822228 20.757482 14.997981 0.0 0.2 -0.5
H 11.424099 18.055166 9.176834 0.3 0.0 0.2
H 17.739826 13.223791 15.828653 0.3 -0.2 0.5
H 14.023990 8.784039 17.317050 -0.6 0.7 -0.8
H 15.475519 20.384289 18.398819 -0.3 -0.2 0.8
H 17.615136 21.776201 10.266758 -0.5 -0.3 -1.6
H 15.486507 22.493140 11.375500 0.2 -0.3 0.3
H 13.877624 21.941795 19.355602 0.1 0.1 0.4
H 14.896682 12.215571 23.760222 -0.5 0.0 0.0
H 10.628752 18.310933 23.258299 -0.6 -1.6 3.6
H 8.512229 14.702777 20.996379 0.9 0.5 0.3
H 5.748934 23.852085 14.834891 -0.4 -1.3 0.4
H 14.811496 18.487318 10.656260 1.0 1.0 -0.2
H 14.334816 13.504721 20.782464 0.3 -0.6 -0.3
H 12.713933 17.945262 18.886589 0.4 0.5 0.3
H 18.772635 11.890129 16.648281 -0.6 -0.2 -0.9
H 12.314129 15.452966 14.330132 0.5 -0.8 1.3
H 18.813635 18.076541 18.666519 -0.1 0.1 0.1
H 14.024980 20.532179 22.073500 0.9 0.6 -0.7
H 12.917432 19.085584 9.185326 -0.6 -0.9 -0.7
H 14.962460 15.327994 11.992828 0.2 -1.0 0.4
H 13.080303 11.575926 20.432970 0.6 -0.9 1.0
H 12.884769 15.733708 11.082978 -0.9 0.9 -0.2
H 10.887118 15.677828 25.301615 -0.1 0.5 -0.1
H 19.598012 23.209574 14.603786 0.4 0.5 -0.8
H 9.304639 15.062032 24.620582 0.5 0.2 0.7
H 12.441407 18.700180 16.469074 -0.9 0.0 0.0
H 11.880009 23.438522 16.953195 -0.4 -1.1 0.2
```
Forces are in eV/Å.

Output
- largest force on an atom (hartree/bohr) = 0.0919
- HOMO (eV) = -9.12